Record 1
An isolated molecule of C2H3NS2. Source: OMol25; level of theory: ωB97M-V with the def2-TZVPD basis set.

XYZ file:
```
8
Properties=species:S:1:pos:R:3:forces:R:3
C -0.08000 1.28605 0.09233 -0.348 -2.102 -0.077
C 0.61123 -0.14108 -0.01515 -0.042 1.914 -0.668
N 0.05900 2.28859 -0.56984 1.049 1.642 -1.177
S 2.46343 0.11949 -0.04666 -0.779 -0.269 -0.028
S 2.89549 1.39475 -1.45661 -0.348 -0.287 0.145
H -0.99552 1.34846 0.66274 -0.470 -0.461 0.933
H 0.38088 -0.58883 0.96669 0.124 -0.583 -0.869
H 0.17421 -0.57896 -0.98257 0.813 0.145 1.741
```
Forces are in eV/Å.

Values from the calculation:
F_max: 2.28 eV Å⁻¹
LUMO (alpha / beta): -1.7 / -0.4 eV
frontier orbital gap (alpha / beta): 7.073 / 8.356 eV
HOMO energy (alpha / beta): -8.78 / -8.79 eV
ΔE to the lowest compared entry with this formula, charge and spin: 221.6 kJ/mol



Record 2
An isolated molecule of C2H3NS4. Source: OMol25; level of theory: ωB97M-V with the def2-TZVPD basis set.

XYZ file:
```
10
Properties=species:S:1:pos:R:3:forces:R:3
C -0.06701 1.06072 -0.13412 1.134 -0.753 -1.007
C 0.60132 -0.16524 -0.15674 -0.220 1.490 1.645
N -1.26935 1.36693 0.30400 0.608 1.558 1.644
S -1.95775 -1.17368 -0.79700 -1.409 0.230 0.625
S -2.43931 0.42901 0.23301 -2.268 -2.890 -1.245
S 2.02529 -0.17592 -1.06191 2.406 -0.858 -1.270
S 0.46176 -1.39600 1.04396 -0.339 0.143 -0.057
H 0.26488 1.91064 -0.67945 1.421 0.369 -0.387
H 2.83510 -1.16597 -0.46872 -1.223 1.017 -0.269
H -0.45492 -0.69048 1.71698 -0.111 -0.304 0.322
```
Forces are in eV/Å.

Values from the calculation:
F_max: 3.88 eV Å⁻¹
LUMO (alpha / beta): -1.4 / -1.4 eV
frontier orbital gap (alpha / beta): 6.765 / 6.766 eV
HOMO energy (alpha / beta): -8.13 / -8.13 eV
ΔE to the lowest compared entry with this formula, charge and spin: 170.9 kJ/mol



Record 3
A structure of composition C2H3O2Tl. Source: OMol25; level of theory: ωB97M-V with the def2-TZVPD basis set.

XYZ file:
```
8
Properties=species:S:1:pos:R:3:forces:R:3
H 0.21430 1.10720 0.97946 -3.402 1.357 -0.212
C -0.87408 0.73199 0.38558 2.468 -2.222 3.462
O -1.99925 0.27780 0.64840 0.911 3.070 0.150
Tl -1.85494 -1.25943 -0.86944 -2.780 -3.320 -1.961
O -0.15487 -0.08540 -0.40664 2.162 2.159 -0.222
C 1.32840 0.09871 -0.07984 -0.066 -3.668 -2.909
H 1.58823 -0.84209 0.43211 0.137 1.020 1.270
H 1.75219 -0.02878 -1.08962 0.571 1.603 0.422
```
Forces are in eV/Å.

Values from the calculation:
F_max: 4.80 eV Å⁻¹
charge: +2
LUMO (alpha / beta): -12.5 / -14.9 eV
frontier orbital gap (alpha / beta): 9.190 / 6.756 eV
HOMO energy (alpha / beta): -21.73 / -21.69 eV
ΔE to the lowest compared entry with this formula, charge and spin: 383.4 kJ/mol



Record 4
A cluster of 2 separate species, C2H3O3 in total. Source: OMol25; level of theory: ωB97M-V with the def2-TZVPD basis set.

XYZ file:
```
8
Properties=species:S:1:pos:R:3:forces:R:3
C -0.18041 -0.46422 0.09420 -1.867 -2.021 -0.830
C 0.12883 0.58649 -0.49117 0.876 1.615 -0.249
O 2.09245 3.57377 2.05303 0.266 -0.053 0.734
O 1.32814 1.77791 1.19370 -0.048 -0.095 0.186
O 1.62771 3.01837 1.09757 -0.474 -0.185 -1.128
H -0.84629 -1.26196 -0.43944 1.260 1.258 0.948
H 0.06290 -0.52719 1.13911 0.157 -0.391 0.684
H 0.41343 1.47245 -1.02545 -0.170 -0.128 -0.345
```
Forces are in eV/Å.

Values from the calculation:
F_max: 2.87 eV Å⁻¹
charge: +1
LUMO (alpha / beta): -7.3 / -7.3 eV
frontier orbital gap (alpha / beta): 9.673 / 9.674 eV
HOMO energy (alpha / beta): -17.02 / -17.02 eV
ΔE to the lowest compared entry with this formula, charge and spin: 970.7 kJ/mol



Record 5
The ion C2H3O3PS with charge -2. Source: OMol25; level of theory: ωB97M-V with the def2-TZVPD basis set.

XYZ file:
```
10
Properties=species:S:1:pos:R:3:forces:R:3
O -0.86494 1.99305 0.67375 -0.239 -0.350 0.065
P -1.44149 0.63568 0.29314 1.810 -0.822 0.611
O -2.55722 0.63468 -0.71580 -0.281 -0.046 -0.416
O -1.52611 -0.43739 1.39683 -0.426 0.620 -0.072
C 0.08534 -0.36083 -0.50952 1.097 2.720 1.487
C 1.46406 -0.42362 0.12231 -1.799 0.089 -1.256
S 1.49964 0.28259 -1.56089 0.204 -0.259 -0.114
H -0.22799 -1.26091 -0.87727 -0.748 -2.385 -1.037
H 1.64252 0.30687 0.85384 0.130 0.939 0.970
H 1.92618 -1.37011 0.32361 0.252 -0.506 -0.239
```
Forces are in eV/Å.

Values from the calculation:
F_max: 3.29 eV Å⁻¹
charge: -2
LUMO: 5.7 eV
frontier orbital gap: 5.198 eV
HOMO energy: 0.51 eV
SMILES: O=P([O-])([O-])[C@@H]1CS1
ΔE to the lowest compared entry with this formula, charge and spin: 88.4 kJ/mol



Record 6
A cluster of 2 separate species, C2H3O3S in total. Source: OMol25; level of theory: ωB97M-V with the def2-TZVPD basis set.

XYZ file:
```
9
Properties=species:S:1:pos:R:3:forces:R:3
C 3.51066 0.34090 0.17954 0.497 1.346 -0.521
C -0.23643 -0.08763 -0.82008 -4.526 1.503 -1.222
O 3.77992 -0.47992 0.92436 -0.082 -2.263 1.526
O 3.47552 1.26074 -0.50547 -0.663 0.885 -1.083
O 0.85190 -0.69175 -0.40519 4.203 -1.627 1.127
S -1.13077 0.84213 0.67097 0.198 1.320 -1.028
H -1.09014 -0.81489 -1.03767 0.860 0.297 0.294
H 0.80161 -1.40714 0.25256 -0.532 -0.052 0.098
H -1.08356 2.13969 0.10878 0.045 -1.409 0.809
```
Forces are in eV/Å.

Values from the calculation:
F_max: 4.92 eV Å⁻¹
charge: -1
LUMO: 3.3 eV
frontier orbital gap: 4.860 eV
HOMO energy: -1.52 eV
ΔE to the lowest compared entry with this formula, charge and spin: 296.2 kJ/mol



Record 7
The ion C2H3O3S with charge -1. Source: OMol25; level of theory: ωB97M-V with the def2-TZVPD basis set.

XYZ file:
```
9
Properties=species:S:1:pos:R:3:forces:R:3
C -1.58086 0.44334 1.26587 -0.117 1.067 -2.780
C -0.25189 -0.45326 -0.45371 1.727 -1.062 -0.927
O 1.96407 1.31482 0.13652 -1.000 -0.271 -0.466
O 2.21934 -1.02343 -0.66502 -0.480 0.330 0.316
O -1.30373 0.41725 -0.09175 0.466 -1.761 2.006
S 1.50258 -0.09620 0.28826 0.595 -0.854 0.498
H -2.17695 1.34201 1.34805 -0.454 0.113 1.478
H -0.32519 -1.61827 -0.32292 -0.553 2.186 0.393
H -0.04736 -0.32625 -1.50529 -0.186 0.252 -0.517
```
Forces are in eV/Å.

Values from the calculation:
spin multiplicity: 3
F_max: 2.98 eV Å⁻¹
charge: -1
LUMO (alpha / beta): 4.1 / 2.4 eV
frontier orbital gap (alpha / beta): 6.989 / 5.450 eV
⟨S²⟩: 2.008
HOMO energy (alpha / beta): -2.91 / -3.05 eV
ΔE to the lowest compared entry with this formula, charge and spin: 133.3 kJ/mol



Record 8
A cluster of 2 separate species, C2H3O3S2 in total. Source: OMol25; level of theory: ωB97M-V with the def2-TZVPD basis set.

XYZ file:
```
10
Properties=species:S:1:pos:R:3:forces:R:3
C -2.25608 0.01567 0.10923 0.806 -0.990 -1.070
C 0.31037 0.17214 0.22140 0.054 0.321 0.562
O -2.13980 -0.88298 -0.62884 -0.516 -0.097 -0.036
O -2.67226 0.85106 0.79266 -0.227 0.904 0.812
O 0.64575 0.35008 1.64367 -2.409 0.138 -1.530
S 0.92623 -1.62501 -0.11124 0.327 0.568 1.176
S 1.55489 1.45449 -0.53734 0.198 0.208 3.479
H 1.53839 0.11751 1.65952 2.632 -0.506 0.686
H 0.65442 -1.74992 -1.38281 -0.330 0.138 -0.906
H 1.43809 1.29695 -1.76624 -0.535 -0.684 -3.171
```
Forces are in eV/Å.

Values from the calculation:
F_max: 3.49 eV Å⁻¹
charge: -1
LUMO: 3.5 eV
frontier orbital gap: 6.330 eV
HOMO energy: -2.84 eV
ΔE to the lowest compared entry with this formula, charge and spin: 256.2 kJ/mol



Record 9
The ion C2H3O3S2 with charge -1. Source: OMol25; level of theory: ωB97M-V with the def2-TZVPD basis set.

XYZ file:
```
10
Properties=species:S:1:pos:R:3:forces:R:3
C 0.47845 1.52630 -0.35609 6.039 1.828 0.199
C -0.19004 0.30028 -0.77185 0.966 0.528 -1.122
O 2.42738 -0.15132 1.63845 0.415 0.515 -2.465
O 2.39790 -1.03311 -0.65325 -0.629 -1.338 -0.916
O 2.11308 1.57390 -0.58392 -4.817 -1.614 1.363
S -0.04838 2.92779 0.24946 -0.510 -0.569 -0.216
S 2.92855 -0.01536 0.21200 0.080 1.532 2.532
H -1.17107 0.57812 -0.95730 -2.204 0.365 -0.267
H 0.25334 0.00822 -1.72030 0.183 -0.458 0.173
H -0.17677 -0.47770 -0.05427 0.477 -0.790 0.719
```
Forces are in eV/Å.

Values from the calculation:
F_max: 6.31 eV Å⁻¹
charge: -1
LUMO: 3.4 eV
frontier orbital gap: 7.703 eV
HOMO energy: -4.30 eV
ΔE to the lowest compared entry with this formula, charge and spin: 223.8 kJ/mol



Record 10
The ion C2H3O3S2 with charge -1. Source: OMol25; level of theory: ωB97M-V with the def2-TZVPD basis set.

XYZ file:
```
10
Properties=species:S:1:pos:R:3:forces:R:3
O -1.18513 -0.52293 -2.16343 -1.183 2.290 -1.783
C -0.74868 -1.17163 -1.24744 1.113 1.382 1.915
O -0.50472 -2.34605 -1.15872 0.570 -2.209 0.963
C -0.35816 -0.20693 0.11591 0.730 -0.506 -0.689
O -1.00846 1.03792 0.17121 0.738 -1.054 -0.288
S 1.50992 -0.07350 0.13711 -0.211 0.544 0.252
S 2.07492 0.71554 2.01462 -0.925 1.790 -0.652
H -0.54836 -0.77501 0.97593 -0.620 -0.691 1.277
H -0.97724 1.18978 -0.77502 -0.680 0.806 -0.857
H 1.74591 2.15281 1.92983 0.469 -2.353 -0.138
```
Forces are in eV/Å.

Values from the calculation:
F_max: 3.13 eV Å⁻¹
charge: -1
LUMO: 2.9 eV
frontier orbital gap: 7.587 eV
HOMO energy: -4.65 eV
SMILES: O=C([O-])[C@H](O)SS
ΔE to the lowest compared entry with this formula, charge and spin: 73.7 kJ/mol



Record 11
A structure of composition C2H3O3S2. Source: OMol25; level of theory: ωB97M-V with the def2-TZVPD basis set.

XYZ file:
```
10
Properties=species:S:1:pos:R:3:forces:R:3
C -1.22065 0.37545 0.61640 -1.807 0.363 -3.513
C 0.18856 -1.00614 -0.46041 -1.561 2.903 -0.879
O 1.82958 1.03710 -1.14135 -1.066 0.143 1.764
O -0.29253 1.30369 0.31297 2.719 0.561 0.078
O 1.87324 0.18339 1.16796 0.339 0.221 1.290
S -2.68796 0.58538 -0.13907 -0.418 -0.083 0.081
S 1.11591 0.41571 -0.01287 -0.907 -1.210 -3.752
H -1.22308 -0.15807 1.47069 0.759 -1.391 2.957
H -0.35595 -0.87009 -1.47743 1.220 -0.194 1.808
H 0.77286 -1.86643 -0.33690 0.722 -1.315 0.167
```
Forces are in eV/Å.

Values from the calculation:
F_max: 4.05 eV Å⁻¹
charge: -1
LUMO: 3.7 eV
frontier orbital gap: 7.345 eV
HOMO energy: -3.69 eV
ΔE to the lowest compared entry with this formula, charge and spin: 334.6 kJ/mol



Record 12
A cluster of 2 separate species, C2H3O4P in total. Source: OMol25; level of theory: ωB97M-V with the def2-TZVPD basis set.

XYZ file:
```
10
Properties=species:S:1:pos:R:3:forces:R:3
C 0.08434 -1.80194 -0.25930 -3.085 -0.345 1.690
C 0.60643 -0.69773 -0.74717 1.007 4.802 -0.081
O -1.05974 -1.60322 0.64854 0.455 0.659 0.543
O -0.30008 3.28376 -0.69165 0.658 0.461 -1.176
O 0.23284 -2.97830 -0.49679 1.051 -2.883 -0.654
O -0.88026 2.34984 1.49236 0.936 -0.551 0.405
P 0.22445 2.48679 0.45747 -1.622 0.783 1.032
H 0.40992 0.36245 -0.40587 -0.556 -1.829 -0.168
H 1.57847 -0.63163 -1.13184 1.374 -0.747 -1.013
H -0.89637 -0.77001 1.13425 -0.218 -0.350 -0.577
```
Forces are in eV/Å.

Values from the calculation:
F_max: 4.91 eV Å⁻¹
charge: -2
LUMO: 7.0 eV
frontier orbital gap: 6.409 eV
HOMO energy: 0.58 eV
ΔE to the lowest compared entry with this formula, charge and spin: 72.6 kJ/mol



Record 13
A cluster of 2 separate species, C2H3OPS in total. Source: OMol25; level of theory: ωB97M-V with the def2-TZVPD basis set.

XYZ file:
```
8
Properties=species:S:1:pos:R:3:forces:R:3
C -0.27639 1.08812 0.01843 2.994 -0.398 -0.777
C -0.87167 -0.25763 -0.15395 -3.282 4.388 -0.173
O -0.49624 2.18751 0.29931 -0.499 -0.396 -0.105
P 2.70658 0.13929 -0.11251 -1.797 -0.044 0.180
S 2.13416 -1.67386 0.24529 0.376 0.320 -0.110
H -0.52814 -0.77026 0.62863 1.572 -2.485 3.042
H -1.91619 0.07403 0.12429 0.368 -1.150 -0.731
H -0.75211 -0.78720 -1.04949 0.267 -0.235 -1.325
```
Forces are in eV/Å.

Values from the calculation:
F_max: 5.48 eV Å⁻¹
LUMO (alpha / beta): -0.9 / -0.9 eV
frontier orbital gap (alpha / beta): 5.546 / 5.548 eV
HOMO energy (alpha / beta): -6.49 / -6.49 eV
ΔE to the lowest compared entry with this formula, charge and spin: 265.4 kJ/mol



Record 14
An isolated molecule of C2H3OPS2. Source: OMol25; level of theory: ωB97M-V with the def2-TZVPD basis set.

XYZ file:
```
9
Properties=species:S:1:pos:R:3:forces:R:3
C -0.68296 1.17008 -0.02255 0.127 2.591 -0.340
P -0.08429 -0.39649 0.54875 -0.040 -3.012 -0.365
O -0.54411 -0.80658 1.89694 0.400 0.712 -0.745
S -0.24738 -1.88567 -1.10270 0.178 0.759 1.214
C 1.24030 -1.31849 -0.32638 -2.068 1.124 -0.565
S 2.74974 -1.43469 -0.73716 1.386 -0.145 0.211
H 0.12203 1.98460 0.07509 -1.032 -1.236 0.104
H -1.07862 1.30103 -1.07588 0.460 -0.774 1.299
H -1.47472 1.38621 0.74389 0.591 -0.017 -0.814
```
Forces are in eV/Å.

Values from the calculation:
F_max: 3.03 eV Å⁻¹
LUMO: -0.9 eV
frontier orbital gap: 7.952 eV
HOMO energy: -8.87 eV
SMILES: C[P@@]1(=O)SC1=S
ΔE to the lowest compared entry with this formula, charge and spin: 21.5 kJ/mol



Record 15
An isolated molecule of C2H3OPS2. Source: OMol25; level of theory: ωB97M-V with the def2-TZVPD basis set.

XYZ file:
```
9
Properties=species:S:1:pos:R:3:forces:R:3
O -1.99049 0.98746 1.07673 -1.213 0.536 0.142
P -1.89918 0.34476 -0.40482 1.590 -2.115 0.644
C -0.70060 -0.84630 -0.16516 -1.647 0.954 -0.960
C 0.54192 -1.21402 -0.11694 0.963 0.174 1.102
S 1.82589 0.05096 -0.27648 0.032 0.697 -0.300
S 0.82401 1.84315 -0.05915 1.594 -0.567 2.150
H -1.19588 0.97369 1.60631 0.441 -0.143 0.107
H 1.09050 -2.09306 0.29396 -1.051 0.264 -0.641
H 0.35054 2.01874 -1.22304 -0.710 0.199 -2.244
```
Forces are in eV/Å.

Values from the calculation:
F_max: 2.74 eV Å⁻¹
LUMO: -0.2 eV
frontier orbital gap: 8.641 eV
HOMO energy: -8.81 eV
SMILES: OP=C=CSS
ΔE to the lowest compared entry with this formula, charge and spin: 144.5 kJ/mol